The following is a quantum chemistry calculation of an isolated ion of composition CH3F3OP and charge +1, from the Open Molecules 2025 dataset.

XYZ file:
```
9
Properties=species:S:1:pos:R:3:forces:R:3
C 0.005 0.765 1.146 -1.304 1.304 1.059
O -0.796 0.260 -0.019 -0.627 -1.488 0.607
F -1.100 -1.015 -2.063 0.345 -0.073 0.468
F 1.103 -0.073 -1.613 -0.917 -0.359 0.458
F 0.452 -2.041 -0.426 -1.308 2.134 -0.442
P -0.132 -0.695 -0.956 1.654 -1.816 -1.445
H -0.296 1.818 0.988 0.284 -0.436 1.352
H 0.979 0.714 0.744 1.595 -0.207 0.663
H -0.215 0.267 2.200 0.278 0.942 -2.721
```
Forces are in eV/Å.

The energy above the lowest of the compared OMol25 structures with the same formula, charge and spin comes out at 0.173 eV. Its total charge is +1. The value obtained for the HOMO-LUMO gap is 14.4 eV. For the LUMO energy, the calculation gives -4.497 eV.

***

The following is a quantum chemistry calculation of a 5-piece molecular cluster, C15H30O15 overall, from the Open Molecules 2025 dataset.

XYZ file:
```
60
Properties=species:S:1:pos:R:3:forces:R:3
C -4.236 3.006 -2.087 0.373 0.592 -0.124
O -3.755 1.721 -2.433 -0.406 -0.619 0.119
C -2.469 1.546 -2.726 -0.061 0.226 0.545
O -1.588 2.347 -2.575 0.299 0.484 -0.168
O -2.336 0.310 -3.147 -0.731 -0.736 -0.776
C -1.107 -0.088 -3.725 1.177 1.069 0.963
H -3.746 3.439 -1.212 0.167 -0.218 -0.083
H -5.293 2.886 -1.867 0.007 -0.024 -0.164
H -4.072 3.667 -2.943 -0.211 0.119 0.200
H -0.399 -0.220 -2.900 -0.048 -0.714 -0.084
H -0.627 0.730 -4.272 -0.508 -0.087 -0.434
H -1.282 -0.969 -4.323 0.006 -0.109 0.045
C -1.811 -1.785 4.347 -0.087 -0.437 0.258
O -3.008 -1.045 4.107 0.122 -0.306 -0.670
C -3.624 -0.478 5.124 -0.230 -0.115 -0.161
O -3.265 -0.464 6.262 0.306 0.071 0.721
O -4.744 0.059 4.642 -0.035 0.306 -0.283
C -5.428 0.959 5.488 -1.006 0.460 0.560
H -2.020 -2.854 4.286 -0.202 0.031 -0.210
H -1.442 -1.624 5.357 0.201 0.411 -0.169
H -1.133 -1.513 3.544 0.272 0.044 0.193
H -6.475 0.660 5.561 0.124 -0.274 -0.028
H -5.457 1.964 5.063 0.418 -0.089 -0.170
H -5.014 0.993 6.493 0.167 -0.087 -0.116
C 1.365 1.251 2.345 0.349 1.234 0.715
O 1.504 1.110 0.958 0.159 -1.509 -1.117
C 1.774 2.103 0.106 -0.610 0.489 1.521
O 1.728 3.270 0.397 0.259 0.086 -0.368
O 2.039 1.560 -1.065 0.435 -0.505 -0.510
C 2.198 2.450 -2.172 -0.915 0.205 -0.350
H 0.386 1.646 2.622 -0.040 0.008 -0.123
H 2.127 1.938 2.721 -0.116 0.067 0.027
H 1.514 0.295 2.838 -0.069 -0.228 -0.442
H 2.950 3.211 -1.986 -0.119 0.067 0.103
H 1.204 2.850 -2.393 0.242 0.517 0.154
H 2.449 1.879 -3.064 0.377 -0.326 0.360
C 2.886 -1.060 -2.642 -0.206 -0.412 0.064
O 4.187 -0.553 -2.372 -0.105 1.036 -0.411
C 5.185 -1.420 -2.460 -0.312 0.035 -0.049
O 5.065 -2.593 -2.665 0.154 -0.592 -0.033
O 6.318 -0.757 -2.280 0.250 0.621 0.073
C 7.472 -1.539 -2.052 -0.039 -1.542 1.043
H 2.628 -1.673 -1.780 -0.379 -0.298 -0.380
H 2.837 -1.574 -3.603 0.284 -0.434 0.285
H 2.173 -0.251 -2.731 0.287 0.412 0.379
H 7.766 -2.148 -2.908 0.165 0.561 -0.257
H 7.262 -2.293 -1.277 -0.168 0.185 -0.119
H 8.247 -0.922 -1.610 0.031 0.338 -0.607
C 0.326 -3.658 -0.567 -0.151 -0.851 0.755
O -0.658 -2.654 -0.748 -0.053 0.087 -0.221
C -0.692 -1.672 0.146 0.057 0.723 -0.068
O -0.012 -1.566 1.131 -0.066 -0.254 0.230
O -1.589 -0.785 -0.288 0.246 -0.273 -0.533
C -1.893 0.332 0.515 -0.732 0.077 1.795
H 0.206 -4.331 -1.408 0.355 0.209 -0.256
H 0.123 -4.265 0.320 -0.176 0.228 0.088
H 1.329 -3.264 -0.423 0.029 0.198 -0.402
H -1.078 0.992 0.814 0.318 -0.112 -0.876
H -2.279 0.004 1.492 -0.106 -0.219 -0.218
H -2.717 0.844 0.028 0.249 0.174 -0.217
```
Forces are in eV/Å.

The energy above the lowest of the compared OMol25 structures with the same formula, charge and spin comes out at 0.876 eV. The value obtained for the HOMO-LUMO gap is 11.2 eV. For the LUMO energy, the calculation gives 0.622 eV. The SMILES is COC(=O)OC.COC(=O)OC.COC(=O)OC.COC(=O)OC.COC(=O)OC.

***

The following is a quantum chemistry calculation of one molecule with the formula C5H13NO3S2, from the Open Molecules 2025 dataset.

XYZ file:
```
24
Properties=species:S:1:pos:R:3:forces:R:3
C 1.272 1.244 0.579 3.022 -3.738 1.136
C 1.079 -0.028 -0.377 0.488 2.259 -0.991
C 1.698 -1.254 0.111 3.425 -0.847 1.824
C -0.333 -0.494 -0.881 -0.909 2.435 -1.045
C -1.220 -0.522 0.389 -0.739 -0.013 0.832
H 0.923 2.397 -1.037 -0.146 -0.760 0.390
H 0.730 3.330 0.195 0.211 -2.132 0.956
H 2.452 1.210 0.801 -2.166 0.549 -0.730
H 0.871 1.024 1.561 -0.487 0.150 0.322
H 1.704 0.334 -1.216 -0.604 -0.412 -0.326
H 1.818 -2.068 -0.578 -1.223 -0.453 -0.227
H 1.292 -1.495 1.104 0.270 -0.610 -0.439
H 4.136 -1.371 -0.862 -0.796 0.106 1.104
H -1.001 0.435 -1.339 2.476 -2.386 -0.299
H 0.010 -1.449 -1.595 -2.244 2.410 1.984
H -1.063 -1.351 1.020 1.138 -0.869 1.368
H -1.255 0.492 0.948 0.699 -1.757 -0.915
H -4.165 0.902 0.087 2.612 0.272 -1.460
N 0.670 2.299 -0.045 -1.310 4.735 -2.610
O -3.216 0.780 -0.342 -2.833 -1.223 0.362
O -3.329 -1.871 -0.698 1.099 3.224 3.136
O -3.751 -0.516 1.453 0.244 -1.827 1.585
S 3.660 -1.264 0.447 -0.828 0.443 -0.779
S -2.982 -0.765 0.274 -1.397 0.443 -5.177
```
Forces are in eV/Å.

The energy above the lowest of the compared OMol25 structures with the same formula, charge and spin comes out at 2.870 eV. The value obtained for the HOMO-LUMO gap is 9.7 eV. For the LUMO energy, the calculation gives 0.594 eV. The SMILES is NC[C@@H](CS)CCS(=O)(=O)O.

***

The following is a quantum chemistry calculation of a 2-piece molecular cluster, CH5INPS overall, from the Open Molecules 2025 dataset.

XYZ file:
```
10
Properties=species:S:1:pos:R:3:forces:R:3
C 0.779 -0.472 -1.101 -2.119 -1.227 -1.318
N 0.256 0.121 1.580 -0.357 0.844 -2.957
P -0.122 0.797 -0.006 0.538 0.396 1.561
S -0.100 2.747 -0.259 -0.007 -2.423 0.187
I -3.566 -0.489 -0.149 1.521 0.443 0.021
H 1.742 -0.758 -0.712 0.251 0.256 0.614
H 0.092 -1.430 -1.089 1.239 1.894 0.003
H 0.944 -0.209 -2.205 -0.693 0.167 1.777
H -0.032 -0.837 1.463 -0.044 -0.520 0.686
H 0.006 0.531 2.477 -0.330 0.169 -0.575
```
Forces are in eV/Å.

The energy above the lowest of the compared OMol25 structures with the same formula, charge and spin comes out at 2.510 eV. The value obtained for the HOMO-LUMO gap (alpha / beta) is 5.6 / 5.6 eV. For the LUMO energy (alpha / beta), the calculation gives -2.744 / -2.743 eV.

***

The following is a quantum chemistry calculation of C2H3HgO2 as an isolated structure, from the Open Molecules 2025 dataset.

XYZ file:
```
8
Properties=species:S:1:pos:R:3:forces:R:3
H -0.062 -1.174 -1.035 0.725 2.563 -2.232
C -0.449 -0.874 0.890 0.564 1.128 0.964
O -0.388 -0.633 2.104 -0.677 -1.732 -0.598
Hg 0.008 1.483 2.230 0.406 2.119 1.120
O -0.092 0.296 0.186 -0.236 -0.784 -0.009
C 0.190 0.005 -1.193 -0.520 -2.183 0.887
H -0.454 0.661 -1.796 0.072 -0.756 -0.113
H 1.247 0.236 -1.386 -0.334 -0.356 -0.018
```
Forces are in eV/Å.

The energy above the lowest of the compared OMol25 structures with the same formula, charge and spin comes out at 0.131 eV. Its spin multiplicity is 2. The value obtained for the HOMO-LUMO gap (alpha / beta) is 8.7 / 6.8 eV. For the LUMO energy (alpha / beta), the calculation gives 0.466 / -2.066 eV.

***

The following is a quantum chemistry calculation of C8H12MnO8 as an isolated structure, from the Open Molecules 2025 dataset.

XYZ file:
```
29
Properties=species:S:1:pos:R:3:forces:R:3
Mn -0.243 0.148 0.026 -0.820 -0.505 0.001
C 0.281 -3.145 0.967 0.844 -0.408 0.336
C -1.194 -2.925 0.655 -0.318 0.164 0.027
O -1.944 -3.927 0.677 0.069 0.220 -0.038
O -1.534 -1.727 0.410 0.399 -0.128 0.032
H 0.652 -2.432 1.709 -0.171 0.170 -0.098
H 0.900 -3.015 0.077 -0.204 0.142 -0.067
H 0.487 -4.150 1.357 -0.287 0.041 -0.072
C -0.972 1.779 3.755 -0.308 0.419 0.592
C -0.748 1.098 2.423 -0.343 -0.871 -0.563
O -1.633 1.197 1.533 0.314 0.476 0.373
O 0.286 0.393 2.266 0.142 0.374 0.158
H -0.223 2.548 3.962 0.091 -0.098 -0.200
H -0.926 1.072 4.587 0.119 -0.158 -0.176
H -1.955 2.252 3.786 0.040 -0.008 -0.123
C -1.870 2.405 -3.098 0.514 0.186 -0.139
C -1.296 1.616 -1.932 0.049 -0.553 0.406
O -1.638 0.418 -1.746 -0.048 0.403 -0.347
O -0.479 2.212 -1.192 0.094 0.166 -0.064
H -1.031 2.685 -3.746 -0.048 -0.004 0.054
H -2.260 3.336 -2.686 -0.283 -0.036 -0.183
H -2.581 1.846 -3.698 -0.244 0.008 0.177
C 3.409 -0.659 -1.732 0.931 -0.220 0.180
C 2.094 -0.318 -1.065 -0.733 -0.019 0.133
O 2.003 0.684 -0.317 0.413 -0.182 -0.172
O 1.112 -1.089 -1.284 0.555 0.226 -0.130
H 3.433 -0.431 -2.799 -0.312 0.046 -0.020
H 3.613 -1.728 -1.623 -0.204 0.003 -0.093
H 4.256 -0.139 -1.271 -0.252 0.145 0.016
```
Forces are in eV/Å.

The energy above the lowest of the compared OMol25 structures with the same formula, charge and spin comes out at 0.000 eV. Its spin multiplicity is 6. Its total charge is -2. The value obtained for the HOMO-LUMO gap (alpha / beta) is 7.0 / 7.5 eV. For the LUMO energy (alpha / beta), the calculation gives 5.572 / 5.570 eV.

***

The following is a quantum chemistry calculation of C22H17Cl3IrN3OS2 as an isolated structure, from the Open Molecules 2025 dataset.

XYZ file:
```
49
Properties=species:S:1:pos:R:3:forces:R:3
Ir -0.797 0.988 0.398 -0.010 0.270 -0.084
S -1.150 -1.813 0.400 -0.027 0.049 -0.001
C -0.091 -0.802 -0.413 0.016 -0.157 0.033
Cl -1.806 1.437 2.507 -0.032 -0.075 0.089
C 2.969 -1.636 -3.230 0.017 0.017 -0.016
C 2.288 -2.676 -2.600 -0.019 -0.012 0.024
C 1.279 -2.417 -1.692 0.023 -0.016 -0.018
C 0.914 -1.087 -1.368 0.002 0.046 0.056
C 1.613 -0.045 -2.027 0.004 -0.006 -0.026
C 2.615 -0.319 -2.934 -0.015 -0.012 0.004
H 3.756 -1.847 -3.943 0.000 0.002 -0.001
H 2.548 -3.704 -2.827 -0.001 0.001 0.000
H 0.750 -3.231 -1.210 0.003 0.004 0.003
H 1.350 0.984 -1.801 -0.003 -0.002 0.000
H 3.128 0.501 -3.422 0.004 -0.001 -0.002
Cl -4.069 -0.405 -3.735 0.006 0.000 0.015
C -3.092 -0.311 -2.252 0.061 0.009 -0.026
Cl -3.817 0.750 -1.042 -0.043 -0.046 0.017
H -2.115 0.083 -2.510 -0.005 0.017 -0.002
H -3.007 -1.306 -1.833 -0.001 -0.005 0.034
N -1.202 2.871 -0.455 0.055 -0.029 -0.013
C -1.146 3.939 -0.925 -0.040 -0.003 -0.046
N -1.230 5.105 -1.439 0.016 -0.012 0.007
C -0.155 5.774 -1.818 0.001 0.019 0.050
N 0.727 6.439 -2.169 -0.008 -0.011 -0.025
O 1.441 1.631 1.066 0.019 -0.105 -0.048
S 2.513 0.568 1.102 -0.006 0.099 -0.004
C 3.769 1.292 2.158 0.031 -0.004 0.043
C 3.522 2.508 2.771 -0.014 -0.007 -0.019
C 4.507 3.061 3.578 0.010 0.001 0.003
C 5.716 2.404 3.758 -0.006 0.009 0.003
C 5.952 1.189 3.126 -0.003 -0.005 -0.006
C 4.977 0.630 2.316 0.006 0.001 0.003
C 1.960 -0.700 2.228 0.014 -0.026 -0.007
C 2.381 -1.999 1.996 -0.044 0.005 -0.016
C 1.938 -3.005 2.842 -0.002 -0.007 0.005
C 1.072 -2.700 3.884 0.010 -0.016 -0.015
C 0.641 -1.395 4.084 -0.015 0.013 0.001
C 1.088 -0.379 3.256 -0.002 -0.012 -0.015
H 2.574 3.001 2.604 0.000 -0.003 0.003
H 4.329 4.012 4.064 0.001 0.000 0.001
H 6.481 2.842 4.386 0.000 0.000 0.000
H 6.898 0.681 3.260 0.000 0.000 0.000
H 5.152 -0.314 1.813 0.002 0.000 0.003
H 3.012 -2.225 1.144 0.000 0.002 -0.014
H 2.244 -4.028 2.670 -0.001 0.001 0.004
H 0.708 -3.491 4.528 0.000 0.001 0.001
H -0.066 -1.167 4.871 0.001 0.004 -0.001
H 0.726 0.635 3.368 -0.004 0.002 0.003
```
Forces are in eV/Å.

The energy above the lowest of the compared OMol25 structures with the same formula, charge and spin comes out at 0.000 eV. Its spin multiplicity is 6. Its total charge is -1. The value obtained for the HOMO-LUMO gap (alpha / beta) is 5.7 / 6.8 eV. For the LUMO energy (alpha / beta), the calculation gives 2.279 / 0.942 eV.

***

The following is a quantum chemistry calculation of a 2-piece molecular cluster, C2H9N2 overall, from the Open Molecules 2025 dataset.

XYZ file:
```
13
Properties=species:S:1:pos:R:3:forces:R:3
N -0.003 2.376 0.883 1.108 -1.592 0.199
H 0.451 0.805 -0.198 -0.530 0.341 1.417
H -0.858 2.810 0.570 0.028 0.501 0.306
H 0.774 3.011 1.044 -0.271 0.493 -0.612
H -0.098 1.950 1.806 -0.649 0.175 -0.148
C -0.179 -2.569 -0.523 -0.710 0.728 0.493
C -0.001 -1.310 0.076 1.407 0.914 0.241
N 0.033 -0.072 -0.658 0.697 0.861 -1.981
H -0.543 -2.580 -1.542 0.013 -0.683 -0.243
H 0.025 -3.422 0.126 -0.072 -0.272 -0.448
H 0.512 -1.190 1.031 -0.495 -0.285 0.240
H 0.670 -0.180 -1.478 0.034 -0.281 0.084
H -0.783 0.370 -1.138 -0.559 -0.899 0.451
```
Forces are in eV/Å.

The energy above the lowest of the compared OMol25 structures with the same formula, charge and spin comes out at 2.753 eV. Its spin multiplicity is 2. Its total charge is +2. The value obtained for the HOMO-LUMO gap (alpha / beta) is 8.0 / 3.9 eV. For the LUMO energy (alpha / beta), the calculation gives -11.476 / -15.253 eV.